Record 1
{"formula": "C29H34As2Cl3IN2O12RhSSeSi", "method": "ωB97M-V/def2-TZVPD", "symbols": ["Rh", "C", "O", "C", "O", "C", "C", "As", "C", "C", "C", "As", "C", "C", "O", "O", "C", "C", "O", "O", "C", "C", "O", "O", "C", "H", "H", "H", "H", "H", "H", "H", "H", "H", "H", "H", "H", "H", "H", "H", "H", "H", "H", "I", "C", "C", "C", "C", "C", "N", "H", "H", "H", "H", "S", "C", "O", "Cl", "O", "O", "O", "Cl", "C", "C", "C", "C", "C", "Cl", "C", "N", "H", "H", "H", "C", "Si", "C", "C", "Se", "H", "H", "H", "H", "H", "H", "H", "H", "H"], "coordinates": [[-0.0431, -0.0430, -2.9816], [-4.9809, 0.9717, 2.9926], [-3.6500, 1.4847, 2.9208], [-2.7345, 0.5690, 2.5220], [-3.0288, -0.5717, 2.2642], [-1.3877, 1.1841, 2.3858], [-1.0832, 2.3563, 2.9980], [-0.8540, 2.2333, 4.9473], [-2.2032, 0.9369, 5.5500], [0.6187, 0.9242, 4.6646], [1.0901, 0.4936, 3.4893], [0.1736, 0.2329, 1.6603], [-0.3140, -1.5902, 2.1948], [2.4649, -0.0705, 3.3640], [2.7753, -0.9256, 2.5799], [3.3603, 0.5531, 4.1580], [4.6960, 0.0641, 4.0167], [1.1923, 0.5345, 5.9713], [1.0323, 1.1478, 6.9978], [1.8213, -0.6521, 5.9335], [2.3625, -1.0892, 7.1799], [-0.1485, 3.3470, 2.3741], [0.3469, 4.2780, 2.9828], [-0.0333, 3.1468, 1.0653], [0.8329, 4.0250, 0.3409], [-5.6176, 1.8300, 3.1924], [-5.0631, 0.2370, 3.7962], [-5.2600, 0.4975, 2.0520], [-3.1728, 1.4279, 5.5904], [-1.9007, 0.6454, 6.5568], [-2.2702, 0.0523, 4.9200], [-0.8546, -1.6153, 3.1371], [0.6240, -2.1399, 2.2602], [-0.9251, -1.9870, 1.3869], [5.3077, 0.6896, 4.6604], [5.0206, 0.1379, 2.9801], [4.7501, -0.9797, 4.3254], [2.8170, -2.0547, 6.9785], [1.5745, -1.1829, 7.9253], [3.1075, -0.3814, 7.5417], [0.8606, 3.6332, -0.6721], [1.8240, 4.0395, 0.7938], [0.4264, 5.0358, 0.3417], [2.3611, -3.8660, -0.3575], [3.0359, -1.9660, -0.9610], [4.2905, -1.8561, -1.5484], [4.6926, -0.5933, -1.9400], [3.8516, 0.4880, -1.7166], [2.6324, 0.2527, -1.1109], [2.2220, -0.9638, -0.7409], [4.9069, -2.7297, -1.7035], [5.6501, -0.4551, -2.4280], [4.1197, 1.4898, -2.0252], [1.9426, 1.0558, -0.8795], [0.0221, 3.2446, -3.1475], [-0.0237, 1.6625, -3.0632], [-1.4970, -2.3356, -4.4155], [-0.8496, -3.1820, -3.4516], [-0.0410, -4.1715, -4.1008], [-1.8218, -3.8170, -2.6016], [0.0216, -2.3405, -2.6099], [-0.8622, 0.8087, -6.4299], [0.5581, -0.1403, -6.8259], [0.8074, -0.4078, -8.1540], [1.9192, -1.1354, -8.5626], [2.7869, -1.5903, -7.5674], [2.5423, -1.3150, -6.2483], [3.6589, -1.9159, -5.0333], [1.4134, -0.5628, -5.7609], [1.2545, -0.2900, -4.4935], [0.0988, -0.0352, -8.8842], [2.0991, -1.3453, -9.6076], [3.6673, -2.1710, -7.8156], [-3.9195, -0.1047, -3.6345], [-3.7352, -0.0471, -1.7694], [-4.4364, -1.6292, -1.0171], [-4.7799, 1.3939, -1.1055], [-1.6307, 0.2616, -1.0673], [-4.8441, -0.6282, -3.9014], [-3.0818, -0.6251, -4.0996], [-3.9636, 0.9092, -4.0430], [-5.4826, -1.7885, -1.3030], [-4.3610, -1.5968, 0.0705], [-3.8429, -2.4778, -1.3680], [-5.8515, 1.2435, -1.2793], [-4.4719, 2.3172, -1.6042], [-4.6129, 1.5293, -0.0323]], "lumo_energy_ev": [2.909, 2.908], "total_charge": -2, "spin_multiplicity": 2, "s2": 0.770, "e_homo_ev": [-1.78, -1.43]}



Record 2
{"formula": "C6H16", "method": "ωB97M-V/def2-TZVPD", "symbols": ["C", "C", "C", "C", "H", "H", "H", "H", "H", "H", "H", "H", "H", "H", "C", "C", "H", "H", "H", "H", "H", "H"], "coordinates": [[-1.2100, -0.7808, -0.5129], [-0.8578, -0.1003, -1.8486], [-1.3150, 0.2365, 0.6582], [-2.5439, -1.5106, -0.5444], [-0.3590, -1.4343, -0.2378], [-1.5994, 0.6823, -2.0273], [-2.2410, 0.7337, 0.5623], [-1.2661, -0.1806, 1.6685], [-0.4548, 0.9246, 0.6448], [-3.4335, -0.9088, -0.7469], [-2.5142, -2.1806, -1.4172], [-0.8471, -0.7238, -2.7447], [0.1520, 0.2892, -1.6848], [-2.6330, -2.0602, 0.3791], [2.3871, 0.2755, 0.5436], [2.8813, 1.4887, 1.3533], [2.8508, 0.3871, -0.4364], [2.8051, -0.6687, 0.9095], [1.3082, 0.1479, 0.6707], [2.0915, 2.2181, 1.5592], [3.7152, 1.9680, 0.8611], [3.0837, 1.1969, 2.3907]], "lumo_energy_ev": [-2.800, -10.521], "total_charge": 1, "spin_multiplicity": 2, "s2": 0.752, "e_homo_ev": [-14.62, -14.55]}



Record 3
{"formula": "C30H26BrN2O4PPd", "method": "ωB97M-V/def2-TZVPD", "symbols": ["Pd", "O", "C", "C", "C", "C", "C", "C", "C", "O", "N", "N", "C", "C", "Br", "C", "C", "C", "C", "C", "C", "C", "H", "H", "H", "H", "H", "H", "H", "H", "H", "H", "H", "H", "H", "H", "O", "C", "O", "C", "P", "C", "C", "C", "C", "C", "C", "C", "C", "C", "C", "C", "C", "H", "H", "H", "H", "H", "H", "H", "H", "H", "H", "H", "H"], "coordinates": [[0.1044, -0.1917, -0.0913], [-3.9159, -1.8536, 2.6829], [-2.8842, -1.1014, 3.1953], [-3.0303, -0.3635, 4.3574], [-1.9660, 0.3918, 4.8321], [-0.7644, 0.3988, 4.1470], [-0.6313, -0.3577, 2.9878], [-1.6813, -1.1100, 2.4878], [-1.5846, -1.9500, 1.2069], [-0.3466, -2.0080, 0.6316], [-2.5608, -1.4802, 0.2178], [-2.1612, -0.4840, -0.6011], [-3.0239, -0.1080, -1.4746], [-2.8495, 0.8265, -2.5783], [-1.5335, 2.1549, -2.4089], [-3.6324, 0.8166, -3.6639], [-4.6509, -0.1888, -4.0125], [-5.8406, 0.2381, -4.6079], [-6.8248, -0.6679, -4.9639], [-6.6318, -2.0265, -4.7501], [-5.4417, -2.4684, -4.1921], [-4.4573, -1.5602, -3.8315], [-4.6650, -1.8175, 3.2864], [-3.9764, -0.3753, 4.8883], [-2.0851, 0.9722, 5.7375], [0.0677, 0.9880, 4.5081], [0.3098, -0.3655, 2.4538], [-1.9131, -2.9664, 1.4602], [-3.5454, -1.5529, 0.4308], [-3.9993, -0.5912, -1.4506], [-3.5188, 1.6353, -4.3648], [-5.9925, 1.2970, -4.7799], [-7.7435, -0.3142, -5.4136], [-7.3978, -2.7366, -5.0326], [-5.2700, -3.5275, -4.0487], [-3.5140, -1.9210, -3.4417], [2.3462, 2.8373, -1.5816], [1.9865, 1.9304, -0.8628], [0.7639, 1.7014, -0.4864], [3.0248, 0.9339, -0.3018], [2.2118, -0.6702, -0.3935], [3.0884, -1.8866, 0.6082], [4.3065, -2.3953, 0.1583], [5.0182, -3.2838, 0.9469], [4.5116, -3.6729, 2.1808], [3.2912, -3.1826, 2.6207], [2.5738, -2.2920, 1.8352], [2.3155, -1.2497, -2.0997], [3.0319, -0.5861, -3.0884], [3.0283, -1.0777, -4.3879], [2.3146, -2.2241, -4.6968], [1.5909, -2.8846, -3.7095], [1.5833, -2.3977, -2.4150], [3.1762, 1.1572, 0.7564], [3.9788, 1.0043, -0.8185], [4.6925, -2.1008, -0.8107], [5.9644, -3.6764, 0.5984], [5.0660, -4.3708, 2.7947], [2.8875, -3.5032, 3.5722], [1.5969, -1.9468, 2.1432], [3.5723, 0.3243, -2.8654], [3.5789, -0.5551, -5.1588], [2.3111, -2.6006, -5.7114], [1.0234, -3.7730, -3.9537], [1.0022, -2.8905, -1.6419]], "lumo_energy_ev": -0.006, "total_charge": 0, "e_homo_ev": -7.92}



Calculated total energy across the listed records, respectively: -11487.0806; -237.7794; -4612.5013 hartree.